(1)
This record from the OMol25 dataset describes a single CH3Cl2P molecule at a distorted geometry. The level of theory is ωB97M-V/def2-TZVPD.

The geometry in XYZ format:
```
7
Properties=species:S:1:pos:R:3:forces:R:3
P 1.0834 -0.7912 -0.2181 0.19 1.68 1.43
C -0.4907 0.0079 0.4221 1.45 1.31 -1.01
Cl -1.7843 -0.9891 -0.0489 -1.31 -0.74 0.19
Cl -0.7869 1.7496 -0.1150 0.14 -0.61 -0.25
H 1.7647 0.5426 0.0162 -0.40 -1.54 -1.00
H 0.5483 -0.7483 -1.4961 0.45 0.51 -0.84
H -0.3345 0.2285 1.4399 -0.53 -0.60 1.47
```
Forces are in eV/Å.

Properties
- Energy relative to the best compared isomer or geometry (same formula, charge and spin): 2.414 eV
- E_tot: -1301.5920 hartree
- Gap between HOMO and LUMO: 10.6 eV
- SMILES: PC(Cl)Cl

***

(2)
This record from the OMol25 dataset describes 3 unconnected molecules or ions with the total composition C5H8BrN2O3 at a distorted geometry. The level of theory is ωB97M-V/def2-TZVPD.

The geometry in XYZ format:
```
19
Properties=species:S:1:pos:R:3:forces:R:3
C 0.6007 -3.4358 -0.1288 -1.22 0.12 1.18
C 1.3436 -1.2933 1.5888 1.56 1.86 0.94
C -0.7520 -0.3446 -1.2044 -0.93 -2.64 0.96
C -1.0340 0.0853 1.3455 -3.21 -1.24 -0.03
C -0.3399 -0.5494 0.2496 -4.31 2.00 -3.50
N 1.7410 -0.1648 2.3470 -1.20 -1.24 -1.21
N 0.7998 -1.0602 0.3683 5.04 -3.32 1.40
O -0.3972 -3.6299 0.4073 -1.84 -0.30 0.61
O 1.5786 -3.4553 -0.7009 3.09 -0.31 -2.11
O 1.5772 -2.3846 2.0721 0.23 -1.32 0.17
Br 1.4331 2.7864 0.7116 -0.01 0.07 -0.24
H -1.4255 -1.2985 -1.5948 1.08 2.22 0.72
H 0.1624 -0.4160 -1.7815 -0.02 0.43 -0.41
H -1.2645 0.5951 -1.2514 -0.49 0.46 -0.78
H -2.1776 -0.0303 1.1316 1.77 0.73 0.61
H -0.6819 1.0882 1.3644 -0.26 1.50 0.70
H -0.8134 -0.4352 2.2744 -0.13 0.22 0.23
H 1.6872 0.7036 1.8488 0.51 0.31 0.53
H 2.3068 -0.4012 3.1319 0.31 0.45 0.24
```
Forces are in eV/Å.

Properties
- Net charge: -1
- E_tot: -3104.5226 hartree
- Gap between HOMO and LUMO (alpha / beta): 3.8 / 3.6 eV
- 2S+1: 3

***

(3)
This record from the OMol25 dataset describes a molecular structure, C23H49InN3P4S at a distorted geometry. The level of theory is ωB97M-V/def2-TZVPD.

The geometry in XYZ format:
```
81
Properties=species:S:1:pos:R:3:forces:R:3
In 0.0000 0.0000 0.0000 1.24 -2.95 0.58
P -0.6845 1.7220 1.3111 -2.24 5.56 4.88
P -2.1424 -0.6661 -0.5975 -5.77 -1.95 -1.74
P 2.2019 0.7802 -0.2630 5.70 2.22 -0.33
H 0.0049 -2.8107 -9.4277 0.10 -0.10 -0.06
C 1.0274 -3.0515 -9.1483 0.01 -0.09 0.27
C 1.3644 -4.2565 -8.6952 -0.08 0.23 0.11
H 0.6315 -5.0516 -8.5849 0.08 0.09 -0.10
C -1.1606 3.2466 0.3853 0.27 -0.55 -0.58
C -2.1755 1.5979 2.4058 0.03 -0.54 -0.27
C 0.4493 2.4492 2.5835 0.29 -0.44 -0.29
C -2.3267 -2.1589 -1.6551 0.68 0.03 -0.07
C -3.4482 -1.0920 0.6481 0.41 0.12 0.53
C -3.0589 0.5562 -1.6308 0.73 0.41 0.14
C 3.3567 -0.0478 -1.4415 -0.53 -0.17 -0.02
C 3.4137 0.9877 1.1270 -0.47 -0.17 0.36
C 2.2220 2.4988 -0.9103 -0.59 -0.13 0.02
H 1.7604 -2.2563 -9.2586 -0.03 -0.14 -0.06
H 2.3869 -4.4972 -8.4159 -0.11 0.04 -0.11
H -1.4523 4.0618 1.0573 0.09 -0.34 0.04
H -1.9942 2.9994 -0.2776 0.04 0.15 0.06
H -0.3271 3.5696 -0.2426 -0.12 0.08 0.06
H -2.2324 2.4686 3.0685 0.12 -0.12 -0.26
H -2.1124 0.6944 3.0176 -0.12 0.21 0.08
H -3.0895 1.5521 1.8096 0.05 0.00 0.07
H -0.0744 3.2009 3.1848 0.00 -0.17 -0.27
H 1.3112 2.9147 2.1073 0.01 0.07 0.05
H 0.8124 1.6594 3.2459 -0.05 0.17 0.07
H -3.3775 -2.4703 -1.6658 0.19 0.21 0.08
H -1.6994 -2.9653 -1.2696 -0.16 -0.08 -0.05
H -1.9976 -1.9367 -2.6718 -0.06 -0.05 0.05
H -4.4069 -0.6503 0.3545 0.25 -0.03 -0.07
H -3.1862 -0.7387 1.6460 -0.28 -0.07 -0.14
H -3.5659 -2.1789 0.6837 0.07 0.16 0.02
H -3.8920 0.0853 -2.1645 0.20 -0.10 0.27
H -2.3562 0.9802 -2.3522 -0.17 0.01 -0.10
H -3.4424 1.3711 -1.0119 -0.02 -0.08 -0.05
H 4.3257 0.4629 -1.4265 -0.26 0.12 0.15
H 2.9351 -0.0042 -2.4476 0.21 -0.10 0.05
H 3.5048 -1.0883 -1.1431 0.05 0.10 -0.14
H 4.1867 1.7062 0.8329 -0.21 -0.11 -0.12
H 3.8977 0.0325 1.3500 -0.07 0.17 -0.05
H 2.9244 1.3554 2.0323 0.21 -0.04 -0.10
H 3.2182 2.7654 -1.2811 -0.18 -0.14 0.18
H 1.9290 3.1824 -0.1092 0.13 0.06 -0.13
H 1.4908 2.5839 -1.7166 0.14 0.14 -0.05
C 0.6368 -1.3759 -3.2438 0.11 -0.55 1.05
C 0.4845 -0.0937 -3.7992 -0.17 0.65 -0.55
C 0.2668 0.0741 -5.1666 0.12 0.62 1.02
C 0.1934 -1.0279 -6.0188 0.05 -0.40 0.20
C 0.3459 -2.3088 -5.4775 0.02 -0.46 0.42
C 0.5637 -2.4837 -4.1149 0.03 -0.53 -0.75
S 0.8926 -1.7033 -1.5318 0.18 -2.01 -3.34
H -0.2378 1.0722 -1.2205 -0.28 1.42 -1.82
H 0.5546 0.7636 -3.1353 -0.05 0.05 -0.27
H 0.1550 1.0795 -5.5669 0.05 -0.19 0.07
H 0.0221 -0.8949 -7.0831 0.05 -0.05 0.14
H 0.2930 -3.1814 -6.1244 0.05 0.18 0.05
H 0.6777 -3.4834 -3.7038 0.00 0.12 -0.11
C 2.0154 -3.2278 4.2278 0.28 -0.15 0.28
N 1.6092 -1.8164 4.1928 -0.07 0.16 -0.01
C 0.2302 -1.6652 4.7296 0.07 -0.25 0.01
N -0.7422 -2.5579 4.0406 -0.07 0.12 0.01
C -0.2747 -3.9487 4.0763 -0.17 -0.32 0.32
N 1.0625 -4.0584 3.4751 -0.17 0.65 -0.66
C 1.0375 -3.6897 2.0463 0.85 -2.24 -0.99
P 0.5105 -1.9467 1.7273 0.44 -1.34 0.11
C 1.7501 -1.2541 2.8363 0.06 0.56 1.38
C -1.0157 -2.1226 2.6595 -0.43 0.19 1.29
H 2.0627 -3.5718 5.2851 -0.23 0.21 -0.70
H 3.0436 -3.3486 3.8209 -0.70 0.15 0.08
H -0.0992 -0.6032 4.6615 0.21 -0.65 -0.16
H 0.2367 -1.9095 5.8142 0.06 -0.03 -0.76
H -0.9945 -4.6159 3.5523 0.48 0.52 0.17
H -0.2437 -4.3001 5.1325 0.15 0.33 -0.70
H 2.0497 -3.8399 1.6116 -0.56 0.04 0.29
H 0.3522 -4.3737 1.5023 0.37 0.33 0.34
H 1.5846 -0.1873 2.9041 0.26 0.36 0.09
H 2.7668 -1.4336 2.4376 -0.54 -0.02 0.20
H -1.7354 -2.7909 2.1430 0.50 0.27 0.32
H -1.4343 -1.1417 2.7280 -0.71 0.57 0.08
```
Forces are in eV/Å.

Properties
- Net charge: +3
- E_tot: -3022.5853 hartree
- Gap between HOMO and LUMO (alpha / beta): 3.1 / 4.0 eV